(1)
C3H4N2O3 in the gas phase. Source: OMol25; level of theory: ωB97M-V/def2-TZVPD.

```
12
Properties=species:S:1:pos:R:3
O 2.3838 0.1343 -0.0105
C 1.1263 -0.3067 0.0195
C 0.5898 -1.5555 -0.0622
N -0.8003 -1.4720 0.0084
C -1.1252 -0.2094 0.0341
O -2.3651 0.4082 -0.0067
N -0.0007 0.5426 0.0702
O 0.2406 1.9182 -0.0384
H 2.3736 1.1075 0.1838
H 1.1474 -2.4674 -0.0364
H -2.9128 -0.3734 -0.0056
H -0.6575 2.2737 -0.1562
```

Net charge ... 0
Maximum force ... 2.17 eV/A
E_HOMO ... -8.103 eV
Molecular weight ... 116.1 u
HOMO-LUMO gap ... 8.5 eV
SMILES string ... Oc1cnc(O)n1O

---

(2)
2 unconnected molecules or ions with the total composition C3H4N2O3. Source: OMol25; level of theory: ωB97M-V/def2-TZVPD.

```
12
Properties=species:S:1:pos:R:3
C -1.3256 -0.0169 -0.2381
C -0.4840 0.7666 -0.8942
C 0.5296 -0.2686 0.9341
H -2.9271 -0.2254 -1.4419
H -0.4148 1.1761 -1.9934
H 3.0563 0.1529 0.3797
H 0.7718 -1.3834 1.9440
N 0.8077 0.7938 -0.0710
N 1.4758 -0.6358 1.6090
O -2.6230 -0.4644 -0.4490
O 2.0273 0.4992 -0.8229
O -0.8940 -0.3942 1.0437
```

Net charge ... 0
Maximum force ... 7.80 eV/A
E_HOMO ... -8.401 eV
Molecular weight ... 116.1 u
HOMO-LUMO gap ... 7.7 eV